[1]
ORCA calculation (ωB97M-V/def2-TZVPD) on 12 unconnected molecules or ions with the total composition C54H72FN14O3 at a distorted geometry.

## Properties
**Charge**: +1
**Maximum force**: 1.62 eV Å⁻¹
**Total energy**: -3192.702543 Eh

```
144
Properties=species:S:1:pos:R:3:forces:R:3:mulliken_charge:R:1
N -3.846 2.552 -3.129 -0.23 -0.99 -0.55 -0.10
C -2.810 2.149 -2.334 0.39 1.11 -0.02 -0.28
N -2.339 0.953 -2.423 -1.08 -0.83 0.88 0.22
C -1.614 0.356 -1.265 0.35 -0.02 -0.28 -1.32
C -2.300 0.849 0.016 -0.06 -0.16 0.08 1.33
C -1.667 0.290 1.305 -0.16 -0.02 0.09 -1.63
C -0.464 1.005 1.925 0.23 -0.09 0.07 0.14
C 0.746 1.219 1.006 -0.01 0.20 -0.23 0.90
C 2.026 1.431 1.798 -0.64 0.25 -0.13 0.16
O 2.948 0.681 1.718 0.50 -0.43 0.20 -0.62
O 2.042 2.451 2.681 0.37 0.14 -0.14 -0.45
C -2.454 2.377 -0.006 0.06 0.22 -0.02 -1.41
N -2.237 2.983 -1.358 0.06 -0.32 0.23 0.30
C -0.849 3.355 -1.644 -0.13 0.31 0.02 0.28
C -0.789 4.355 -2.782 0.58 -0.19 0.44 0.21
O -1.673 4.905 -3.314 -0.35 0.12 -0.43 -0.43
F 0.512 4.601 -3.090 -0.32 -0.04 0.13 -0.29
H -3.684 2.986 -4.025 0.01 0.26 0.16 0.25
H -4.771 2.623 -2.720 0.09 0.69 0.09 -0.15
H -2.958 0.329 -2.937 0.43 -0.09 -0.42 0.41
H -0.553 0.596 -1.320 -0.10 0.04 -0.03 0.10
H -1.707 -0.724 -1.379 0.05 0.08 0.06 0.58
H -3.306 0.412 -0.030 0.06 0.05 -0.01 0.50
H -2.455 0.291 2.065 0.10 -0.07 -0.04 0.41
H -1.424 -0.767 1.137 0.00 0.12 -0.03 0.33
H -0.763 1.956 2.378 0.02 -0.10 -0.02 0.40
H -0.128 0.377 2.760 -0.18 0.14 -0.01 -0.19
H 0.603 2.086 0.345 -0.02 -0.11 0.08 -0.36
H 0.926 0.346 0.371 -0.02 0.08 0.08 -0.04
H 1.636 3.256 2.335 -0.31 -0.10 0.10 0.30
H -3.456 2.665 0.318 0.08 -0.02 0.00 0.19
H -1.755 2.882 0.663 -0.02 -0.09 -0.04 0.69
H -0.470 3.873 -0.756 0.00 -0.01 -0.12 0.27
H -0.153 2.535 -1.861 -0.10 0.03 -0.06 0.05
N 2.749 -1.997 0.452 -0.18 -0.09 -0.07 0.20
C 1.608 -2.750 0.410 -0.03 0.07 -0.04 -0.36
C 1.886 -3.913 -0.262 0.00 0.00 -0.07 -0.66
C 3.255 -3.854 -0.637 0.06 -0.05 -0.06 -0.81
C 3.757 -2.662 -0.182 -0.10 0.04 -0.01 -0.47
H 2.815 -1.088 0.880 0.24 0.11 0.12 0.28
H 0.695 -2.408 0.871 0.01 -0.01 0.04 0.40
H 1.197 -4.720 -0.450 0.02 -0.02 0.03 0.49
H 3.813 -4.611 -1.164 0.02 -0.03 0.07 0.65
H 4.744 -2.238 -0.255 0.01 -0.01 0.02 0.44
N -0.686 -1.648 4.831 -0.04 0.02 -0.12 0.10
C -0.047 -0.650 5.520 -0.01 0.00 -0.05 -0.45
C -0.718 -0.462 6.697 -0.05 0.07 -0.01 -0.64
C -1.803 -1.381 6.721 0.01 0.00 0.01 -0.62
C -1.756 -2.101 5.558 0.01 0.05 0.00 -0.52
H -0.406 -2.010 3.938 0.09 -0.10 0.08 0.16
H 0.832 -0.168 5.123 0.03 -0.03 0.03 0.47
H -0.462 0.253 7.462 -0.02 0.01 -0.01 0.69
H -2.528 -1.504 7.508 0.00 0.00 0.00 0.42
H -2.383 -2.895 5.192 0.01 -0.01 0.01 0.41
N -6.417 0.138 -3.192 0.25 -0.16 -0.06 0.28
C -6.696 0.481 -1.894 0.04 0.16 0.02 -0.77
C -7.761 -0.270 -1.477 0.05 -0.09 0.00 -0.83
C -8.117 -1.126 -2.555 -0.03 0.01 -0.01 -0.49
C -7.268 -0.857 -3.595 -0.09 0.10 0.05 -0.54
H -5.690 0.540 -3.756 -0.08 0.02 -0.06 0.21
H -6.123 1.239 -1.381 -0.02 -0.02 0.05 0.81
H -8.232 -0.219 -0.509 0.02 -0.02 0.01 0.43
H -8.912 -1.851 -2.565 0.00 0.00 0.00 0.42
H -7.209 -1.275 -4.585 -0.01 0.00 0.00 0.45
N 0.334 6.414 -0.230 0.09 -0.17 -0.14 0.29
C -0.897 6.820 0.229 0.03 -0.05 0.00 -0.75
C -0.711 7.360 1.474 0.01 0.01 0.02 -0.61
C 0.678 7.281 1.774 -0.03 -0.02 0.03 -0.33
C 1.299 6.698 0.704 -0.09 -0.10 0.06 -0.93
H 0.519 5.997 -1.124 0.08 0.20 -0.08 0.09
H -1.786 6.703 -0.370 0.00 0.02 -0.01 0.66
H -1.483 7.779 2.097 0.01 0.00 0.00 0.50
H 1.164 7.631 2.669 0.00 0.02 -0.01 0.49
H 2.336 6.471 0.522 0.01 0.05 -0.02 0.54
N 1.765 -1.234 10.760 0.03 -0.04 0.02 0.01
C 1.372 -0.563 9.637 0.03 -0.05 0.01 -0.53
C 1.650 0.766 9.828 0.02 0.02 -0.03 -0.06
C 2.237 0.897 11.116 -0.15 0.02 0.03 -0.76
C 2.294 -0.356 11.666 -0.15 0.01 0.04 -0.57
H 1.677 -2.223 10.901 0.01 0.01 -0.01 0.19
H 0.934 -1.084 8.803 0.01 0.00 0.01 0.46
H 1.456 1.558 9.123 0.00 0.00 0.00 0.42
H 2.583 1.804 11.583 0.01 0.00 0.00 0.41
H 2.668 -0.694 12.616 0.01 0.01 0.00 0.43
N -7.269 3.682 -2.416 0.04 -0.20 -0.05 0.04
C -7.502 4.409 -3.550 0.10 0.01 0.02 -0.51
C -6.855 5.610 -3.416 0.05 0.01 0.00 -0.53
C -6.211 5.609 -2.149 0.02 0.00 -0.03 -0.37
C -6.488 4.407 -1.552 0.10 -0.06 -0.02 -0.61
H -7.630 2.760 -2.234 -0.14 0.03 0.01 0.25
H -8.103 4.015 -4.351 -0.03 0.01 0.02 0.42
H -6.853 6.407 -4.140 0.00 0.00 0.01 0.44
H -5.628 6.406 -1.721 0.00 0.00 0.00 0.46
H -6.214 4.016 -0.585 -0.08 0.04 0.04 0.46
N 2.463 -5.461 -3.543 -0.03 0.08 -0.02 -0.02
C 1.311 -6.197 -3.576 0.02 0.03 -0.02 -0.65
C 1.570 -7.347 -4.274 -0.08 -0.06 -0.06 -0.71
C 2.931 -7.300 -4.681 0.01 -0.02 -0.04 -0.41
C 3.455 -6.124 -4.213 -0.03 0.01 -0.01 -0.56
H 2.563 -4.569 -3.090 0.02 -0.03 0.02 0.31
H 0.410 -5.844 -3.103 0.00 -0.01 0.02 0.43
H 0.863 -8.137 -4.467 0.01 -0.02 0.06 0.68
H 3.462 -8.047 -5.249 0.02 0.00 0.02 0.50
H 4.443 -5.707 -4.301 0.00 -0.01 0.00 0.42
N -0.286 -8.365 -7.201 0.10 0.03 0.03 0.07
C -1.521 -7.851 -6.918 0.00 0.00 0.00 -0.40
C -2.447 -8.573 -7.623 0.00 -0.01 -0.01 -0.50
C -1.741 -9.563 -8.359 -0.01 0.01 0.01 -0.51
C -0.409 -9.407 -8.077 -0.01 0.01 0.00 -0.39
H 0.579 -8.023 -6.820 -0.02 0.01 0.00 0.24
H -1.633 -7.020 -6.243 0.00 0.00 0.00 0.36
H -3.513 -8.412 -7.612 0.00 -0.01 0.00 0.39
H -2.162 -10.303 -9.019 0.00 0.00 0.00 0.39
H 0.454 -9.949 -8.422 0.00 0.00 0.00 0.36
N 6.411 1.001 10.245 -0.01 0.02 -0.03 -0.01
C 5.583 0.176 10.956 0.15 -0.05 -0.05 -0.36
C 6.307 -0.336 12.000 0.00 0.01 0.01 -0.33
C 7.620 0.204 11.916 -0.01 -0.01 0.01 -0.52
C 7.653 1.026 10.821 -0.01 0.00 0.00 -0.47
H 6.145 1.511 9.423 0.00 0.00 0.02 0.20
H 4.557 0.029 10.667 0.08 0.02 -0.03 0.33
H 5.938 -1.022 12.745 0.00 0.00 0.00 0.39
H 8.444 0.012 12.582 0.00 0.00 0.00 0.39
H 8.448 1.623 10.410 0.00 0.00 0.00 0.38
N 5.892 -9.668 -9.394 0.01 -0.01 -0.01 0.02
C 6.305 -8.618 -8.622 -0.02 -0.03 -0.01 -0.56
C 5.196 -8.070 -8.034 -0.01 0.02 0.02 -0.64
C 4.071 -8.821 -8.472 -0.03 0.01 0.03 0.14
C 4.534 -9.801 -9.310 0.03 0.01 0.01 -0.70
H 6.495 -10.254 -9.942 -0.01 0.01 0.01 0.19
H 7.346 -8.352 -8.554 0.00 0.00 0.00 0.38
H 5.189 -7.224 -7.367 0.00 0.00 -0.01 0.43
H 3.040 -8.658 -8.204 0.00 0.01 -0.02 0.38
H 4.014 -10.574 -9.848 0.00 0.00 0.00 0.37
N 0.819 9.665 -1.211 -0.02 -0.06 -0.02 0.11
C 1.949 9.802 -1.971 0.00 0.00 0.01 -0.39
C 2.246 11.137 -2.045 -0.01 0.01 0.01 -0.50
C 1.255 11.831 -1.298 0.01 0.00 0.00 -0.58
C 0.391 10.895 -0.797 0.00 0.00 -0.01 -0.32
H 0.374 8.793 -0.989 -0.01 0.04 0.08 0.27
H 2.447 8.945 -2.393 0.00 0.00 -0.01 0.33
H 3.079 11.569 -2.573 0.00 0.00 0.00 0.39
H 1.188 12.895 -1.147 0.00 0.00 0.00 0.39
H -0.486 11.000 -0.181 0.00 0.00 0.00 0.37
```
Positions in Å, forces in eV/Å.


[2]
ORCA calculation (ωB97M-V/def2-TZVPD) on a molecular structure, C20H27F5N2O3Sr.

## Properties
**Maximum force**: 0.92 eV Å⁻¹
**Energy above the lowest of the compared OMol25 structures with the same formula, charge and spin**: 20.4 kJ/mol
**Total energy**: -1643.564730 Eh

```
58
Properties=species:S:1:pos:R:3:forces:R:3:mulliken_charge:R:1
Sr 0.356 0.969 0.168 -0.13 -0.22 0.10 2.40
C -5.624 -4.170 2.327 -0.04 -0.03 0.04 -1.47
C -4.613 -3.494 1.447 -0.03 -0.02 0.04 0.46
C -4.981 -2.967 0.216 0.08 0.03 -0.03 -0.87
C -4.057 -2.340 -0.605 -0.18 -0.05 0.06 0.91
C -4.541 -1.778 -1.921 -0.01 0.03 -0.04 -1.78
C -2.725 -2.226 -0.156 0.10 0.20 -0.41 0.82
C -1.800 -1.537 -1.041 0.22 -0.09 0.16 -0.32
O -0.676 -1.137 -0.739 -0.08 0.14 0.03 -0.83
C -2.324 -2.757 1.088 -0.06 -0.05 0.10 1.23
C -0.919 -2.694 1.617 0.05 0.00 0.11 -1.44
C -3.287 -3.386 1.857 0.00 -0.04 0.06 -0.99
H -6.616 -4.160 1.880 0.01 0.01 -0.02 0.35
H -5.686 -3.676 3.298 0.03 0.02 -0.01 0.34
H -5.347 -5.209 2.513 0.03 0.01 -0.01 0.34
H -6.012 -3.044 -0.108 0.00 0.00 0.00 0.26
H -5.610 -1.958 -2.023 0.00 -0.02 0.01 0.34
H -4.053 -2.241 -2.781 0.03 -0.03 0.03 0.38
H -4.387 -0.701 -1.998 0.03 -0.01 0.05 0.41
H -2.132 -1.367 -2.072 -0.10 0.01 -0.01 0.34
H -0.178 -2.983 0.874 -0.02 0.01 -0.04 0.32
H -0.822 -3.350 2.482 -0.02 -0.06 -0.04 0.40
H -0.660 -1.696 1.970 -0.03 0.09 -0.05 0.26
H -2.996 -3.805 2.813 -0.01 0.00 0.00 0.41
C 3.444 -0.409 -0.750 0.01 0.03 -0.01 -0.75
C 4.893 -0.281 -1.294 -0.04 -0.12 0.03 -0.71
N 5.194 1.110 -1.621 -0.05 0.00 0.02 -0.14
C 5.047 1.926 -0.417 -0.02 0.06 0.11 -0.83
C 3.601 1.821 0.133 -0.05 -0.03 -0.02 -0.62
N 2.807 0.921 -0.735 0.03 0.07 0.00 0.32
C 2.795 1.473 -2.106 -0.01 -0.03 0.00 -0.52
C 4.250 1.582 -2.632 -0.09 0.04 -0.07 -0.75
H 3.427 -0.804 0.268 0.02 0.01 0.01 0.41
H 2.836 -1.070 -1.371 0.01 0.00 -0.02 0.33
H 5.024 -0.889 -2.190 0.02 0.04 -0.03 0.30
H 5.614 -0.632 -0.555 0.03 0.04 0.00 0.30
H 5.292 2.960 -0.662 0.01 -0.01 -0.05 0.28
H 5.768 1.589 0.329 0.02 -0.04 -0.03 0.33
H 3.108 2.796 0.152 -0.01 0.01 -0.02 0.41
H 3.573 1.424 1.149 0.04 -0.01 -0.02 0.38
H 2.290 2.442 -2.080 0.02 0.02 0.02 0.24
H 2.191 0.811 -2.732 0.02 -0.02 0.00 0.39
H 4.492 2.616 -2.882 0.04 0.00 0.03 0.35
H 4.380 0.989 -3.538 0.04 -0.03 0.02 0.28
F 1.336 -0.380 3.276 0.03 -0.06 -0.06 -0.37
C 0.545 0.693 2.826 0.01 0.18 0.29 -0.49
F -0.707 0.463 3.434 0.04 -0.05 -0.12 -0.37
C 1.091 1.897 3.590 -0.03 -0.15 -0.11 0.94
F 0.361 2.991 3.294 0.06 -0.02 0.04 -0.28
F 2.364 2.151 3.186 -0.06 0.02 0.04 -0.26
F 1.123 1.780 4.924 0.00 0.04 -0.02 -0.27
C -0.770 5.181 -2.005 -0.04 0.15 -0.07 -0.67
O -0.031 4.142 -1.377 -0.15 -0.56 0.25 -0.23
C -0.799 3.000 -0.967 0.27 0.76 -0.46 -0.49
O -1.981 3.035 -1.245 -0.09 -0.23 0.10 -0.52
H -0.063 5.975 -2.240 0.01 -0.02 0.01 0.21
H -1.550 5.568 -1.348 0.01 -0.01 0.01 0.26
H -1.253 4.837 -2.922 0.02 -0.03 0.00 0.27
```
Positions in Å, forces in eV/Å.


[3]
ORCA calculation (ωB97M-V/def2-TZVPD) on a molecular structure, C5H6O at a distorted geometry.

## Properties
**Maximum force**: 8.02 eV Å⁻¹
**Energy above the lowest of the compared OMol25 structures with the same formula, charge and spin**: 516.7 kJ/mol
**Total energy**: -269.149452 Eh

```
12
Properties=species:S:1:pos:R:3:forces:R:3:mulliken_charge:R:1
C 0.821 0.149 0.917 2.62 4.88 5.80 -0.55
C 0.214 -0.920 0.099 3.30 -4.85 1.12 0.18
C 0.291 1.001 -0.231 0.35 -4.42 0.53 -0.28
C -1.147 0.644 0.024 -2.70 1.94 -3.00 -0.42
C -1.203 -0.678 0.122 4.20 5.08 0.08 -0.86
H 0.507 0.900 1.964 0.54 -3.38 -2.06 0.24
H 1.920 -0.098 0.966 -0.98 1.02 -0.05 0.27
H 0.820 -1.873 0.091 -1.75 0.18 0.67 0.40
H 0.671 1.824 -0.701 0.64 2.50 -0.57 0.54
H -1.993 1.257 -0.349 0.53 -0.19 0.92 0.31
H -1.998 -1.177 0.168 -6.00 -4.47 0.33 0.62
O 0.777 -0.251 -0.966 -0.76 1.72 -3.76 -0.44
```
Positions in Å, forces in eV/Å.


[4]
ORCA calculation (ωB97M-V/def2-TZVPD) on C2H8N4 in the gas phase at a distorted geometry.

## Properties
**Maximum force**: 5.46 eV Å⁻¹
**Energy above the lowest of the compared OMol25 structures with the same formula, charge and spin**: 323.1 kJ/mol
**Structure (SMILES)**: CN(N)/C=N/N
**Total energy**: -299.907649 Eh

```
14
Properties=species:S:1:pos:R:3:forces:R:3:mulliken_charge:R:1
C 1.845 -0.746 0.106 -1.14 -1.82 1.82 -0.85
N 0.697 0.135 -0.216 0.11 -2.20 0.14 0.21
N 0.921 1.446 -0.025 3.04 4.54 0.09 -0.66
C -0.663 -0.300 -0.058 -1.28 0.81 -0.11 -0.01
N -1.658 0.525 0.146 1.75 -1.95 -0.75 -0.24
N -2.955 -0.049 0.095 0.36 -0.52 -0.08 -0.55
H 1.627 -1.807 -0.140 -0.27 0.60 -0.13 0.31
H 2.092 -0.843 1.244 -0.40 0.76 -1.68 0.27
H 2.755 -0.538 -0.438 -0.02 0.71 -0.19 0.30
H 1.632 1.934 -0.788 -2.37 -2.05 2.45 0.26
H 1.324 1.711 0.961 -0.97 -0.89 -2.26 0.22
H -0.886 -1.392 -0.241 0.71 1.04 0.17 0.24
H -3.146 -0.799 -0.609 0.65 1.02 0.64 0.23
H -3.587 0.722 -0.036 -0.17 -0.03 -0.11 0.26
```
Positions in Å, forces in eV/Å.